(1)
An isolated ion of composition C3H10N and charge +1 in a non-equilibrium geometry. Source: OMol25; level of theory: the ωB97M-V functional and the def2-TZVPD basis.

CARTESIAN COORDINATES (ANGSTROEM)
C1 1.086 0.338 -0.869
C2 0.201 -0.564 1.423
C3 -0.058 0.331 0.178
N1 -1.257 -0.040 -0.667
H1 1.917 1.027 -0.300
H2 1.594 -0.611 -1.227
H3 0.836 0.952 -1.767
H4 -0.329 -1.517 1.320
H5 -0.244 -0.058 2.297
H6 1.180 -0.759 1.671
H7 -0.226 1.476 0.372
H8 -1.311 -1.110 -0.801
H9 -1.241 0.380 -1.530
H10 -2.148 0.155 -0.099

- SMILES string = CC(C)[NH3+]
- largest force on an atom (eV Å⁻¹) = 6.9
- net charge = +1
- HOMO-LUMO gap (Eh) = 0.48038
- multiplicity = 1
- HOMO level (eV) = -16.86



(2)
A 2-piece molecular cluster, C3H10N overall in a non-equilibrium geometry. Source: OMol25; level of theory: the ωB97M-V functional and the def2-TZVPD basis.

CARTESIAN COORDINATES (ANGSTROEM)
C1 -1.926 -2.844 -1.719
H1 -1.091 -3.529 -1.538
H2 -1.893 -2.589 -2.770
H3 -1.764 -1.927 -1.170
H4 -2.858 -3.365 -1.481
C2 0.087 2.045 1.077
C3 2.175 0.998 0.543
N1 1.439 1.614 1.377
H5 -0.275 2.821 1.733
H6 -0.601 1.216 1.159
H7 0.029 2.384 0.044
H8 1.774 0.928 -0.464
H9 3.139 0.610 0.864
H10 1.764 1.638 2.345

- largest force on an atom (eV Å⁻¹) = 1.1
- net charge = +1
- HOMO-LUMO gap (Eh) = 0.36475
- multiplicity = 1
- HOMO level (eV) = -15.55



(3)
An isolated ion of composition C3H10N and charge +1 in a non-equilibrium geometry. Source: OMol25; level of theory: the ωB97M-V functional and the def2-TZVPD basis.

CARTESIAN COORDINATES (ANGSTROEM)
C1 -1.438 -1.121 0.685
C2 -0.379 -0.003 0.702
N1 0.312 0.031 -0.651
C3 1.403 1.039 -0.686
H1 -0.927 -2.047 0.411
H2 -1.770 -1.296 1.703
H3 -2.254 -0.899 0.004
H4 -0.818 0.958 0.937
H5 0.426 -0.324 1.362
H6 -0.388 0.452 -1.262
H7 0.640 -0.793 -1.161
H8 1.182 2.010 -0.241
H9 1.743 1.291 -1.690
H10 2.268 0.704 -0.114

- SMILES string = CC[NH2+]C
- largest force on an atom (eV Å⁻¹) = 3.1
- net charge = +1
- HOMO-LUMO gap (Eh) = 0.51729
- multiplicity = 1
- HOMO level (eV) = -17.60



(4)
A 2-piece molecular cluster, C3H10N2 overall in a non-equilibrium geometry. Source: OMol25; level of theory: the ωB97M-V functional and the def2-TZVPD basis.

CARTESIAN COORDINATES (ANGSTROEM)
C1 1.105 2.518 0.317
C2 1.445 3.763 0.583
H1 0.571 1.821 0.911
H2 1.476 2.410 -0.823
H3 1.374 4.495 1.493
H4 1.974 4.170 -0.303
N1 -1.753 -1.984 -1.042
C3 -0.836 -2.668 0.059
N2 0.220 -1.673 0.405
H5 -2.368 -1.291 -0.749
H6 -2.264 -2.740 -1.503
H7 -1.452 -2.865 0.940
H8 -0.343 -3.676 -0.308
H9 0.964 -1.625 -0.333
H10 -0.113 -0.655 0.353

- largest force on an atom (eV Å⁻¹) = 5.0
- net charge = -1
- ⟨S²⟩ = 0.7504
- HOMO-LUMO gap (spin up / spin down) (Eh) = 0.09485 / 0.35568
- multiplicity = 2
- HOMO level (spin up / spin down) (eV) = 1.42 / -5.59



(5)
A 2-piece molecular cluster, C3H10N2 overall in a non-equilibrium geometry. Source: OMol25; level of theory: the ωB97M-V functional and the def2-TZVPD basis.

CARTESIAN COORDINATES (ANGSTROEM)
C1 4.970 2.362 -1.294
C2 5.296 1.072 -1.208
H1 3.958 2.675 -1.055
H2 5.698 3.092 -0.955
H3 4.526 0.318 -1.091
H4 6.299 0.739 -1.445
N1 -4.548 -0.406 0.445
C3 -3.694 -1.552 0.707
N2 -2.254 -1.204 0.842
H5 -4.601 0.115 1.317
H6 -4.004 0.224 -0.142
H7 -4.086 -2.016 1.615
H8 -3.754 -2.265 -0.114
H9 -1.733 -2.025 0.552
H10 -2.074 -1.129 1.828

- SMILES string = C=C.NCN
- largest force on an atom (eV Å⁻¹) = 2.5
- HOMO-LUMO gap (Eh) = 0.39517
- multiplicity = 1
- HOMO level (eV) = -9.65



(6)
One molecule with the formula C3H10N2 in a non-equilibrium geometry. Source: OMol25; level of theory: the ωB97M-V functional and the def2-TZVPD basis.

CARTESIAN COORDINATES (ANGSTROEM)
C1 0.543 0.435 -1.255
C2 0.138 0.421 0.288
C3 -0.392 -1.036 0.681
N1 -0.555 -1.162 2.116
N2 0.108 1.838 -1.594
H1 1.601 0.349 -1.327
H2 -0.071 -0.355 -1.604
H3 0.961 0.614 0.960
H4 -0.483 1.337 0.585
H5 0.313 -1.782 0.472
H6 -1.338 -1.125 0.194
H7 0.331 -1.013 2.611
H8 -0.789 -2.122 2.348
H9 -0.841 1.540 -1.847
H10 0.476 2.062 -2.626

- SMILES string = NCCCN
- largest force on an atom (eV Å⁻¹) = 4.8
- HOMO-LUMO gap (Eh) = 0.37615
- multiplicity = 1
- HOMO level (eV) = -9.17



(7)
One molecule with the formula C3H10N2 in a non-equilibrium geometry. Source: OMol25; level of theory: the ωB97M-V functional and the def2-TZVPD basis.

CARTESIAN COORDINATES (ANGSTROEM)
C1 -0.769 1.322 -0.221
C2 -1.409 -1.094 0.066
C3 1.948 -0.124 0.422
N1 -0.444 0.056 0.404
N2 0.709 -0.563 -0.183
H1 0.741 -0.437 -1.199
H2 0.069 2.008 -0.099
H3 -1.654 1.727 0.270
H4 -0.991 1.249 -1.301
H5 -1.395 -1.502 -0.956
H6 -2.407 -0.691 0.227
H7 -1.212 -1.868 0.806
H8 2.758 -0.743 0.037
H9 2.183 0.932 0.231
H10 1.872 -0.272 1.498

- SMILES string = CNN(C)C
- largest force on an atom (eV Å⁻¹) = 3.5
- HOMO-LUMO gap (Eh) = 0.36577
- multiplicity = 1
- HOMO level (eV) = -8.80



(8)
C3H10N2 as an isolated structure in a non-equilibrium geometry. Source: OMol25; level of theory: the ωB97M-V functional and the def2-TZVPD basis.

CARTESIAN COORDINATES (ANGSTROEM)
C1 1.808 0.167 -0.440
N1 0.640 0.900 -0.894
H1 0.632 0.924 -1.910
H2 -0.047 1.523 0.074
H3 2.744 0.495 -0.907
H4 1.652 -0.911 -0.584
H5 1.921 0.322 0.637
N2 -1.190 0.866 0.784
C2 -1.126 -0.341 -0.048
C3 -0.891 -1.563 0.474
H6 -1.030 0.628 1.757
H7 -2.085 1.338 0.746
H8 -1.607 -0.208 -1.006
H9 -0.910 -2.434 -0.161
H10 -0.511 -1.706 1.479

- largest force on an atom (eV Å⁻¹) = 4.1
- HOMO-LUMO gap (Eh) = 0.30046
- multiplicity = 1
- HOMO level (eV) = -7.17